Entry 1:
Here is a cluster of 9 separate species, C7H28F3O11S in total in a non-equilibrium geometry from the OMol25 dataset. Energies are from ωB97M-V/def2-TZVPD.

Geometry as XYZ:
```
50
Properties=species:S:1:pos:R:3:lowdin_charge:R:1
C 0.290 -0.187 3.724 -0.613
F 1.231 -0.528 4.643 0.083
F -0.354 -1.281 3.255 0.105
F -0.531 0.641 4.332 0.115
S 1.203 0.878 2.278 0.505
O 2.299 1.654 2.798 -0.366
O 1.746 -0.190 1.396 -0.411
O 0.181 1.710 1.517 -0.416
O -2.425 0.973 -4.064 -0.055
H -2.129 1.396 -3.258 0.032
H -3.260 0.568 -3.831 0.021
O 4.880 5.991 5.558 -0.056
H 4.755 5.131 5.158 0.032
H 4.988 5.808 6.492 0.024
O -1.699 6.287 -0.911 -0.057
H -1.339 5.497 -0.508 0.032
H -2.370 6.585 -0.297 0.024
O 5.012 -0.716 -3.440 -0.054
H 5.284 -1.495 -3.924 0.021
H 4.354 -1.034 -2.822 0.032
O 7.251 1.742 1.967 -0.055
H 7.573 1.607 2.858 0.023
H 6.372 2.103 2.082 0.032
O 3.131 4.274 -2.450 -0.057
H 3.920 3.814 -2.163 0.029
H 2.711 4.558 -1.638 0.029
C 3.610 -5.563 -1.129 -0.068
C 2.222 -5.848 -1.665 -0.464
C 1.249 -6.289 -0.483 -0.061
O 1.622 -4.649 -2.106 -0.068
H 4.373 -5.333 -1.874 0.075
H 3.960 -6.502 -0.700 0.071
H 3.533 -4.898 -0.269 0.086
H 2.166 -6.641 -2.411 0.131
H 1.229 -7.360 -0.283 0.067
H 0.251 -6.007 -0.819 0.068
H 1.270 -5.654 0.402 0.077
H 1.312 -4.158 -1.342 0.087
C -5.805 0.522 0.395 -0.064
C -6.921 0.649 -0.630 -0.468
C -7.183 2.204 -0.822 -0.061
O -6.573 0.110 -1.891 -0.059
H -6.005 1.080 1.310 0.079
H -4.846 0.985 0.160 0.083
H -5.474 -0.495 0.605 0.078
H -7.864 0.143 -0.421 0.127
H -6.237 2.685 -1.067 0.078
H -7.515 2.698 0.091 0.064
H -8.015 2.447 -1.482 0.064
H -7.431 0.090 -2.321 0.080
```

The value obtained for the total energy is -49223.704 eV. As for the charge: -1. The value obtained for the HOMO energy is -0.2082 Ha. Its orbital gap is 7.909 eV.

---

Entry 2:
Here is a structure of composition C12H39N10O7Sn in a non-equilibrium geometry from the OMol25 dataset. Energies are from ωB97M-V/def2-TZVPD.

Geometry as XYZ:
```
69
Properties=species:S:1:pos:R:3:lowdin_charge:R:1
Sn 1.983 3.788 37.891 0.999
O -0.485 5.221 37.563 -0.500
H -0.976 4.507 37.111 -0.039
C -3.072 1.489 36.915 -0.051
C -2.112 0.326 36.664 -0.461
C -2.618 -1.089 37.047 -0.219
O -2.677 -1.041 38.421 -0.211
C -3.060 -2.294 39.061 -0.063
N -1.787 0.479 35.317 0.034
H -2.500 2.391 36.696 0.068
H -3.318 1.369 37.970 0.077
H -3.912 1.398 36.227 0.090
H -1.173 0.470 37.199 0.135
H -1.908 -1.835 36.689 0.124
H -3.607 -1.261 36.621 0.123
H -2.984 -2.070 40.125 0.087
H -2.468 -3.179 38.826 0.079
H -4.038 -2.478 38.616 0.082
H -2.394 1.265 35.134 0.035
H -0.905 0.970 35.344 0.049
C 0.883 5.634 42.694 -0.051
C 0.452 6.361 41.432 -0.427
C 1.236 7.646 41.205 -0.191
O 0.855 8.543 40.142 -0.213
C 1.670 9.673 39.952 -0.094
N 0.674 5.492 40.264 0.029
H 1.968 5.710 42.775 0.079
H 0.657 4.575 42.573 0.075
H 0.469 6.083 43.596 0.084
H -0.613 6.582 41.493 0.135
H 2.269 7.350 41.024 0.123
H 1.267 8.154 42.169 0.126
H 1.086 10.334 40.592 0.092
H 1.552 10.017 38.924 0.087
H 2.663 9.533 40.378 0.088
H -0.110 4.855 40.274 0.028
H 0.394 6.076 39.489 0.026
C -1.336 2.617 39.846 -0.838
O -0.394 2.185 39.276 -0.023
N -1.923 2.207 40.927 0.184
N -2.040 3.611 39.369 0.156
H -1.304 1.668 41.515 0.122
H -2.672 2.670 41.422 0.119
H -1.447 4.073 38.695 0.040
H -2.693 4.099 39.966 0.084
C -4.111 7.392 39.874 -0.793
O -4.537 7.691 40.946 0.060
N -4.459 7.992 38.752 0.168
N -3.258 6.426 39.656 0.169
H -5.279 8.568 38.879 0.116
H -4.067 7.917 37.824 0.087
H -2.836 6.323 38.744 0.084
H -2.847 5.827 40.357 0.082
C -0.213 3.671 34.557 -0.767
O 0.408 2.952 35.280 -0.033
N -0.471 4.902 34.903 0.160
N -0.715 3.392 33.343 0.174
H -1.134 5.458 34.382 0.109
H -0.366 4.982 35.904 0.009
H -0.937 2.463 33.017 0.115
H -1.096 4.225 32.916 0.102
C -1.302 8.292 36.512 -0.768
O -1.422 9.480 36.250 0.013
N -0.174 7.827 37.001 0.177
N -2.114 7.332 36.144 0.150
H -0.200 6.856 37.277 0.016
H 0.593 8.415 37.293 0.107
H -1.883 6.403 36.466 0.060
H -2.775 7.533 35.407 0.122
```

The value obtained for the total energy is -48139.177 eV. As for the charge: 0. The multiplicity is 2. The value obtained for the HOMO energy (spin up / spin down) is -0.2644 / -0.3376 Ha. Its orbital gap (spin up / spin down) is 6.147 / 8.255 eV. As for the expectation value of S²: 0.753.

---

Entry 3:
Here is the ion C5H12N with charge +1 in a non-equilibrium geometry from the OMol25 dataset. Energies are from ωB97M-V/def2-TZVPD.

Geometry as XYZ:
```
18
Properties=species:S:1:pos:R:3:lowdin_charge:R:1
C 0.996 1.441 0.013 -0.047
C -0.243 0.691 -0.451 -0.193
C 1.130 0.059 0.538 -0.138
C -2.039 -0.903 0.029 -0.079
C -1.543 0.586 0.165 -0.237
N 2.112 -0.869 -0.109 0.226
H 1.708 1.827 -0.704 0.122
H 0.945 2.174 0.864 0.151
H -0.128 0.139 -1.348 0.103
H 0.775 -0.236 1.453 0.115
H -2.091 -0.969 -1.038 0.065
H -3.035 -1.120 0.482 0.103
H -1.245 -1.502 0.426 0.048
H -1.734 0.973 1.150 0.111
H -2.419 0.985 -0.512 0.159
H 3.012 -0.737 0.350 0.187
H 2.019 -0.759 -1.116 0.163
H 1.779 -1.781 -0.193 0.142
```

The value obtained for the total energy is -6855.374 eV. As for the charge: +1. The multiplicity is 3. The value obtained for the HOMO energy (spin up / spin down) is -0.3193 / -0.5641 Ha. Its orbital gap (spin up / spin down) is 5.077 / 8.903 eV. As for the expectation value of S²: 2.007.

---

Entry 4:
Here is a cluster of 8 separate species, C30H66N2O6 in total in a non-equilibrium geometry from the OMol25 dataset. Energies are from ωB97M-V/def2-TZVPD.

Geometry as XYZ:
```
104
Properties=species:S:1:pos:R:3:lowdin_charge:R:1
C -7.086 2.584 -1.135 -0.091
C -7.827 1.258 -0.801 -0.242
N -7.025 0.021 -0.507 -0.177
C -7.890 -1.215 -0.285 -0.218
C -8.815 -1.584 -1.475 -0.093
C -6.171 0.237 0.635 -0.276
C -5.178 -0.912 0.968 -0.094
H -7.858 3.325 -1.342 0.065
H -6.449 2.540 -2.018 0.074
H -6.683 2.985 -0.204 0.060
H -8.472 1.476 0.050 0.109
H -8.394 1.045 -1.707 0.097
H -7.160 -1.994 -0.063 0.090
H -8.523 -1.117 0.597 0.108
H -9.094 -2.637 -1.474 0.066
H -9.679 -0.939 -1.315 0.059
H -8.522 -1.334 -2.495 0.068
H -6.787 0.492 1.497 0.113
H -5.526 1.115 0.606 0.101
H -4.539 -1.306 0.178 0.071
H -5.577 -1.741 1.552 0.065
H -4.433 -0.494 1.646 0.032
C 7.704 -0.745 -4.058 -0.086
C 6.667 -0.407 -2.909 -0.218
N 5.297 -0.897 -3.250 -0.220
C 4.759 -0.244 -4.434 -0.209
C 4.632 1.291 -4.093 -0.098
C 4.393 -1.290 -2.127 -0.204
C 4.156 -2.843 -2.331 -0.080
H 7.462 -1.640 -4.631 0.068
H 8.733 -0.864 -3.719 0.059
H 7.756 0.058 -4.794 0.054
H 6.872 -1.064 -2.064 0.102
H 6.776 0.626 -2.577 0.094
H 5.430 -0.366 -5.285 0.098
H 3.772 -0.610 -4.716 0.109
H 4.037 1.843 -4.821 0.046
H 4.121 1.483 -3.150 0.058
H 5.579 1.831 -4.064 0.059
H 3.448 -0.776 -2.300 0.075
H 4.630 -1.042 -1.092 0.110
H 3.744 -3.156 -3.291 0.067
H 3.493 -3.217 -1.552 0.044
H 5.043 -3.399 -2.027 0.062
C -0.379 2.462 -2.905 -0.021
C 1.062 2.344 -3.360 -0.444
O 1.584 1.235 -3.591 0.022
C 1.845 3.626 -3.607 -0.010
H -0.351 2.916 -1.915 0.086
H -0.812 1.462 -2.897 0.075
H -0.979 3.094 -3.559 0.085
H 1.163 4.356 -4.042 0.082
H 2.673 3.401 -4.279 0.066
H 2.181 3.986 -2.635 0.086
C 3.041 -1.475 2.982 -0.012
C 3.532 -2.867 3.296 -0.497
O 4.478 -3.288 2.643 0.056
C 2.757 -3.693 4.197 -0.025
H 3.729 -0.641 2.846 0.089
H 2.404 -1.074 3.770 0.064
H 2.455 -1.499 2.063 0.053
H 1.902 -4.198 3.748 0.068
H 2.353 -3.036 4.967 0.090
H 3.351 -4.518 4.589 0.097
C -0.731 -0.234 3.903 -0.002
C -2.077 0.490 3.887 -0.441
O -3.237 0.001 3.794 0.010
C -2.047 1.941 4.248 -0.025
H -0.856 -1.287 4.154 0.063
H 0.035 0.241 4.517 0.085
H -0.336 -0.271 2.887 0.065
H -1.231 2.253 4.901 0.083
H -2.977 2.201 4.753 0.089
H -2.029 2.327 3.229 0.086
C 2.290 3.872 2.124 -0.026
C 3.155 5.002 1.616 -0.475
O 2.832 6.191 1.705 0.043
C 4.372 4.612 0.819 -0.034
H 2.843 3.053 2.584 0.083
H 1.715 3.555 1.253 0.066
H 1.531 4.292 2.783 0.082
H 4.909 5.494 0.469 0.077
H 4.234 4.063 -0.113 0.078
H 5.114 4.125 1.453 0.082
C -0.667 -5.092 1.810 -0.007
C -1.110 -4.051 2.793 -0.509
O -0.429 -3.649 3.680 0.079
C -2.223 -3.186 2.311 -0.023
H 0.230 -5.473 2.299 0.080
H -0.294 -4.606 0.909 0.091
H -1.471 -5.804 1.624 0.092
H -3.195 -3.678 2.279 0.093
H -2.061 -2.745 1.327 0.077
H -2.316 -2.273 2.899 0.054
C -1.467 0.538 0.323 -0.014
C 0.025 0.399 0.371 -0.485
O 0.637 1.405 0.694 0.036
C 0.727 -0.852 -0.175 0.019
H -1.903 -0.363 0.754 0.064
H -1.624 0.659 -0.749 0.084
H -1.807 1.431 0.848 0.087
H -0.069 -1.534 -0.471 0.075
H 1.320 -1.306 0.619 0.052
H 1.379 -0.715 -1.038 0.075
```

The value obtained for the total energy is -47441.632 eV. As for the charge: 0. The value obtained for the HOMO energy is -0.2796 Ha. Its orbital gap is 7.933 eV.

---

Entry 5:
Here is a cluster of 2 separate species, C6H13N3O in total in a non-equilibrium geometry from the OMol25 dataset. Energies are from ωB97M-V/def2-TZVPD.

Geometry as XYZ:
```
23
Properties=species:S:1:pos:R:3:lowdin_charge:R:1
C 0.693 0.609 -0.577 -0.347
C -0.139 -1.263 2.053 -0.018
C 0.471 1.425 -1.850 -0.070
C 1.527 1.395 0.425 -0.075
N -1.459 -0.625 -0.690 -0.041
C -0.756 0.287 0.071 -0.496
C 0.802 -1.912 1.391 -0.262
N -2.874 -0.598 -0.736 0.034
N 1.585 -2.412 0.618 0.165
O -1.344 1.123 0.741 0.025
H -1.023 -1.086 -1.470 0.128
H 1.188 -0.333 -0.832 0.104
H -3.147 0.352 -0.489 0.075
H -3.236 -1.222 -0.002 0.081
H 2.181 -3.202 0.817 0.079
H -1.057 -1.774 2.304 0.075
H 0.144 -0.440 2.687 0.072
H -0.062 0.843 -2.605 0.072
H -0.118 2.314 -1.619 0.089
H 1.433 1.725 -2.275 0.080
H 2.446 1.744 -0.034 0.074
H 0.954 2.265 0.774 0.087
H 1.790 0.783 1.298 0.068
```

The value obtained for the total energy is -12948.473 eV. As for the charge: 0. The value obtained for the HOMO energy is -0.3259 Ha. Its orbital gap is 9.691 eV.

---

Entry 6:
Here is a structure of composition C24H27Cl2N8O4PY from the OMol25 dataset. Energies are from ωB97M-V/def2-TZVPD.

Geometry as XYZ:
```
67
Properties=species:S:1:pos:R:3:lowdin_charge:R:1
Y 0.365 -0.193 0.505 1.537
C -2.331 -1.481 -5.040 -0.074
N -1.236 -1.937 -4.220 -0.202
C -0.324 -2.910 -4.591 -0.108
C 0.600 -2.927 -3.608 -0.112
N 0.235 -1.967 -2.679 -0.221
C -0.907 -1.329 -3.040 -0.115
P 0.019 1.619 -2.870 0.918
C 1.450 1.916 -1.845 -0.597
N 1.647 1.555 -0.564 -0.084
C 2.971 1.810 -0.269 -0.165
C 3.599 2.301 -1.363 -0.096
N 2.633 2.368 -2.356 -0.158
C 2.810 2.853 -3.699 -0.085
C -1.218 1.707 -1.516 -0.559
N -1.536 0.834 -0.551 -0.055
C -2.591 1.363 0.148 -0.150
C -2.949 2.548 -0.404 -0.079
N -2.076 2.762 -1.441 -0.135
C -2.055 3.957 -2.259 -0.074
H -2.649 -2.278 -5.715 0.073
H -2.044 -0.609 -5.632 0.077
H -3.162 -1.203 -4.395 0.076
H -0.417 -3.497 -5.489 0.092
H 1.483 -3.531 -3.487 0.098
H 3.375 1.615 0.711 0.086
H 4.615 2.610 -1.537 0.094
H 3.862 3.088 -3.854 0.077
H 2.203 3.745 -3.868 0.075
H 2.506 2.096 -4.424 0.068
H -2.995 0.867 1.013 0.054
H -3.709 3.261 -0.137 0.106
H -2.947 4.539 -2.031 0.077
H -2.038 3.698 -3.314 0.056
H -1.166 4.548 -2.042 0.081
C 2.885 0.227 4.546 -0.014
C 2.148 0.479 3.262 -0.296
N 2.132 -0.383 2.297 -0.071
O 2.876 -1.549 2.577 -0.076
C 1.403 1.712 3.136 -0.323
C 1.543 2.856 4.094 -0.057
N 0.567 1.758 2.116 -0.193
O -0.155 2.771 1.906 -0.142
H 2.939 -0.839 4.749 0.073
H 2.395 0.744 5.366 0.072
H 3.908 0.603 4.473 0.094
H 2.474 -2.192 1.975 0.058
H 2.588 3.110 4.286 0.072
H 1.061 2.663 5.058 0.073
H 1.046 3.713 3.642 0.062
Cl -4.161 -5.647 3.808 0.621
C -3.276 -4.245 3.259 -0.677
C -3.809 -2.969 3.500 -0.130
C -3.138 -1.856 3.079 -0.564
Cl -3.797 -0.289 3.412 0.712
C -1.894 -1.922 2.362 -0.372
O -1.314 -0.877 1.949 -0.156
C -1.378 -3.243 2.179 -0.120
C -0.079 -3.449 1.612 -0.164
O 0.701 -2.588 1.209 -0.107
C -2.080 -4.380 2.621 -0.077
H -4.749 -2.864 4.022 0.102
H 0.248 -4.503 1.568 0.134
H -1.655 -5.362 2.453 0.111
C 1.104 -1.614 -1.539 -0.240
H 1.469 -2.584 -1.175 0.007
H 1.977 -1.077 -1.940 0.016
```

The value obtained for the total energy is -80814.389 eV. As for the charge: -1. The value obtained for the HOMO energy is -0.1057 Ha. Its orbital gap is 5.004 eV.